Record 1
Molecular formula: C28H84B2F10N12O23S2
Method: DFT, the ωB97M-V functional and the def2-TZVPD basis

```
! RIJCOSX wB97M-V def2-TZVPD def2/J DEFGRID3
* xyz 0 1
H -5.68950 -2.55264 2.94080
C 3.57368 -6.31449 -1.20982
H 2.25055 3.36212 2.83984
H 5.64476 -0.48896 2.47314
F 0.93114 -0.57587 -2.01435
O 2.37331 1.84877 3.46492
H 4.60800 1.16602 0.59706
B 3.18037 -0.82409 -5.08777
H -2.43485 -2.49041 -3.99351
O -4.99377 -0.99309 -0.01592
H 4.32243 3.56929 0.50907
N -2.67291 -6.04661 -1.64384
O -3.97661 1.80650 1.24669
H 1.03697 4.64611 2.51781
H -2.78464 -1.61689 0.93805
H 1.65012 5.03855 0.46773
H -5.06990 -1.64399 -4.95269
H -2.56879 6.77844 -0.50882
H 2.09545 1.97192 0.81967
H -4.58287 0.15366 -4.88285
H -2.37700 -3.21627 1.32078
C 5.31877 0.61966 -0.01320
H -0.29657 0.82990 6.80688
H 6.03723 -2.13068 1.83124
C 4.71879 0.46812 -1.36694
O -2.29940 2.34694 2.45322
O 2.93302 -5.57357 -0.17739
H 1.03024 1.64812 6.01675
O -1.53804 -2.75486 3.82405
H -3.36700 5.57659 1.36627
H 0.95269 -5.44163 0.70070
C 2.54323 -3.72947 1.90200
C -6.06373 -0.03689 -0.31072
H -0.36968 8.00352 -0.86869
H 4.45271 1.56761 -3.21767
H 1.08759 2.54234 -2.89897
H 2.57510 5.01427 2.82710
H 3.54137 -1.00250 -0.67855
F -1.24872 0.07141 -1.68695
C 2.23168 4.22176 0.84996
F -0.92231 -7.40774 -2.67043
O 3.39735 0.02560 2.84881
H -0.05449 4.17225 6.20536
H -6.47257 -2.42161 0.46621
C 2.66427 -4.26281 -0.62633
H -3.97867 -2.65412 3.23544
C -1.94126 5.93504 -0.91716
C -0.96229 -2.24653 -5.57843
H 4.43601 -5.76618 -1.60153
S -1.14564 -6.31475 -1.50166
H 0.66189 -1.01957 -5.17052
H 3.61504 -3.68096 -0.75837
F 4.26022 -0.28008 -5.84926
N 3.38260 -0.18962 -1.32678
N -2.71942 4.80015 1.17241
C 0.05631 7.09017 -1.16060
C 1.66917 2.86717 0.37306
H 5.75745 2.09988 -2.13362
H 2.80326 -2.80219 2.32212
F 2.40438 0.17688 -4.44335
H -4.47033 3.54147 -1.14155
C 4.73263 1.80197 -2.19099
O -1.24357 -4.21427 2.27330
H 6.25363 1.19258 0.00189
C 1.82417 -3.67854 0.46314
H -4.48707 -4.06557 1.16239
C 0.81023 -0.89097 5.07553
H 0.39007 3.79115 -1.71842
H -4.63706 -1.22216 2.37940
H -2.76186 -2.85966 -0.26259
N -2.92720 1.48066 1.80975
H -0.80683 1.44273 3.33191
S -3.29143 -4.93163 -2.53416
O -2.45686 0.33999 1.73908
C -4.08195 4.52139 -1.03585
H 0.73951 0.74454 3.22730
H -1.74797 3.92055 6.67613
H -0.68405 -0.07046 2.89247
F 0.22204 -0.09240 0.16299
H -6.36554 -0.18081 -1.38339
H 3.03788 -0.48129 -2.22181
H -5.36447 -2.79385 -0.89600
O -3.19293 -5.14379 -3.95388
H -1.79590 5.06487 1.63739
H -1.18143 -0.14248 5.13490
H -5.56381 0.96369 -0.16326
F -0.51089 -2.05403 -1.03591
H 1.73959 -4.15365 2.62537
O -0.16133 -4.37086 4.02752
O -0.82429 -6.93001 -0.24225
H -0.13431 -4.15804 -6.50469
N -2.99652 -2.64279 0.72221
H -6.91039 -0.11838 0.37007
H -0.96177 -4.30264 -4.99336
C -0.15872 0.22219 4.91522
N 3.37633 1.27413 3.04475
N -0.22351 0.62378 3.52749
H 1.02496 -1.25847 4.07424
H 0.18044 -4.48943 -0.42716
O 1.10306 7.40256 2.35284
H -0.05463 2.16450 -1.73110
F -4.79170 -5.05431 -2.21267
N 2.00211 4.28234 2.30931
C 6.16249 -1.02525 1.71163
O -1.00078 7.61427 1.82781
H -4.79496 5.18920 -0.55617
O 4.25474 2.00996 2.59281
O -0.82712 2.42636 5.60387
O 5.49046 -0.72587 0.46101
C -4.43256 -2.99514 1.10414
C -2.45865 -2.31289 -5.05779
C -0.26410 -3.65112 -5.53248
H -0.08008 -4.32139 1.24914
H 4.00695 5.30427 0.73161
C -0.78974 3.42863 6.56689
H -0.80619 -0.71483 -4.37041
H -2.93606 3.86923 1.59826
H 1.58207 -2.65880 0.10157
C -2.59454 4.61686 -0.38511
C -5.42114 -2.29622 0.08927
H 0.08869 -1.96623 -3.79692
O -0.24301 5.67935 2.57732
O -3.01822 -1.02615 -5.35299
O -0.61441 5.96135 -0.55588
F 3.61466 -1.64229 -4.05805
N -0.02539 6.96682 2.20943
C -4.31117 -0.83616 -4.62434
H 0.36434 -1.69043 5.71636
C 3.64589 4.38685 0.29582
F 2.25676 -1.46868 -5.95890
O 1.90584 2.60244 -1.05869
H 7.20509 -0.85321 1.74304
H 0.55306 2.82635 0.54890
O -0.33853 -5.19750 -1.93937
C -0.00292 1.34094 5.91755
N -0.14780 -1.40621 -4.63500
N -0.95991 -3.73401 3.37985
H 1.12712 7.05873 -0.93067
H -4.07433 -0.77777 -3.55184
H -0.59611 3.04270 7.60286
C 0.78504 2.82197 -1.89909
H 2.91746 -6.46151 -2.05858
H 3.33777 -4.51092 1.96794
N 0.60933 -4.50403 0.47810
H 1.77441 -0.66148 5.44399
H 4.15826 2.54874 -1.73500
H 2.57660 0.33127 -1.02218
H 0.66115 -3.68771 -4.99461
H -2.12965 6.09912 -2.01890
C -4.69731 -2.32022 2.46458
H -3.81165 4.84789 -2.02311
H -1.90769 3.83239 -0.58466
H -0.99960 -1.83840 -6.58635
H 3.87441 -7.26233 -0.83257
H 3.54017 4.50528 -0.77039
H 0.06899 6.85141 -2.27351
B -0.19294 -0.66453 -1.13061
H 2.12670 -4.28495 -1.59692
H -3.05819 -3.13132 -5.47933
H 5.38117 -0.28470 -1.89214
O -2.84974 -3.66446 -2.07919
*
```

Properties
**E_HOMO**: -9.6 eV
**Electronic energy**: -5349.50745 Ha
**Max |F|**: 3.85 eV/A

---

Record 2
Molecular formula: C14H35Cl8O3PSi2
Method: DFT, the ωB97M-V functional and the def2-TZVPD basis

```
! RIJCOSX wB97M-V def2-TZVPD def2/J DEFGRID3
* xyz 0 1
C -1.14735 3.44423 -2.31927
H -1.07265 -0.37536 -0.63527
H -4.68507 -2.61412 1.49059
H -2.63179 -2.56510 3.34042
P 2.28767 -1.28498 -0.96787
Cl -0.83736 5.62503 2.20079
Si -0.31872 -4.02845 -3.74597
Cl -3.00145 6.72619 -0.19544
H -2.22111 -1.22411 -3.57361
H -3.24538 -1.14027 2.27185
H -5.22752 -1.72644 -0.81040
H 0.15597 -4.71406 -4.97028
H 4.41374 1.69814 4.03715
H -0.53142 4.31873 -2.53723
O -2.58460 -2.83864 1.17861
H -3.83537 -0.68302 -0.22751
C 5.90165 -3.29138 0.80554
H -3.98718 7.51492 1.77940
H 4.32311 -0.68589 3.14754
C -4.12319 -1.74717 -0.52707
H 3.38187 -1.57085 -1.87583
H -3.88938 -2.66062 -2.55589
C -2.52203 3.88556 -1.85984
C -2.49845 -1.99666 2.35321
H -0.54144 0.21406 -2.30561
H -1.20182 2.83325 -3.22227
H -1.65095 -3.44370 -3.99647
C -3.26295 6.72620 1.56738
O 0.72714 -2.65959 -3.38414
Cl 6.54345 -3.06672 -0.84113
C -3.17642 -2.24430 -1.74861
H -2.55047 -3.12884 -1.40410
H -0.07599 -3.13812 -0.88345
H 3.69959 2.26392 2.52159
H 6.34671 -2.77261 2.84047
C -0.96887 -0.69460 -1.73797
Cl 5.93596 1.55710 2.26037
H 4.94242 -2.77029 0.84477
Cl -0.28928 2.50743 -1.06949
C -2.35896 -1.06013 -2.44224
H 7.10106 -1.69841 1.65605
Si 0.35560 -2.07098 -1.79375
H -3.71146 5.77040 1.84283
Cl -3.64835 2.51572 -1.68976
C 6.83236 -2.73559 1.86334
C 4.30504 1.47654 2.97226
H 2.73270 0.06163 3.35097
H -2.20489 7.10614 3.39554
H -4.16541 -3.88375 0.27382
H 2.20030 0.12049 -0.72852
C -1.98225 6.98238 2.33417
H -1.47923 7.88534 1.98452
H -2.95845 4.56386 -2.59547
H -0.39056 -4.97589 -2.62778
H -2.47666 4.40646 -0.90272
C -3.93171 -2.82094 0.65550
C 3.66813 0.11135 2.78966
Cl 8.33852 -3.67987 2.00014
O 2.66238 -2.02326 0.37361
H 5.71593 -4.35641 0.95359
H -1.42156 -1.58649 2.37143
H -3.02476 -0.12154 -2.36633
Cl 3.26116 -0.23590 1.08416
*
```

Properties
**E_HOMO**: -7.3 eV
**Electronic energy**: -5381.91089 Ha
**Max |F|**: 8.26 eV/A

---

Record 3
Molecular formula: C16H29F3O11
Method: DFT, the ωB97M-V functional and the def2-TZVPD basis

```
! RIJCOSX wB97M-V def2-TZVPD def2/J DEFGRID3
* xyz 0 1
H -5.32339 -4.47666 -8.60280
H -3.07028 -1.31555 -2.35172
C -5.85975 -4.38115 -7.65871
H -5.02538 -1.15929 -3.99826
H 2.50607 -0.60647 3.44327
C 2.58597 -3.91269 3.69966
O 1.81330 -3.30559 2.74355
H 3.29593 3.07013 -2.54030
H 3.34685 -5.63277 5.63122
H 1.50376 3.26715 -2.59064
H 2.17427 -0.00689 1.81858
H 2.33115 4.45758 5.72759
C 2.34850 2.83144 -2.05708
H -0.67999 2.72351 1.53826
C 2.28811 -5.40440 5.50859
C 2.24735 5.29834 5.03897
H -4.94697 -2.80021 -3.12039
H 2.90425 4.40120 -0.62548
O 1.44667 4.66834 4.05150
C 1.92939 -0.78957 2.53661
O 3.20753 3.57037 3.17317
C 0.95031 -0.65896 -1.73975
C 0.83047 0.89628 -1.96248
O 1.81352 -4.83896 4.34282
H -6.20480 -5.38537 -7.41255
H 1.73837 6.03977 5.65486
O 1.23296 3.41638 2.19631
H -0.68506 3.36022 3.08449
O -6.46680 -2.87472 -5.39650
H 1.72027 -6.33436 5.48000
H -2.39877 -1.27165 -4.01866
C 2.01892 3.85878 3.15420
H 2.18705 -4.81323 6.41876
F 2.20319 -1.11063 -1.80216
F 0.19382 -1.36125 -2.62986
C 2.29377 3.49830 -0.63985
H 1.29031 3.66818 -0.24959
C -5.35212 -3.13402 -5.67131
C 2.31631 -2.15104 2.02549
H -1.65309 5.22102 1.56577
H 2.75944 2.80138 0.05696
O 3.77754 -3.66261 4.07755
H 3.27051 5.52789 4.74142
C -0.62574 4.87151 1.46326
O -4.31672 -2.84629 -4.94155
H -6.73679 -3.73607 -7.71139
O -4.93003 -3.86569 -6.67460
H -0.38132 4.89480 0.40127
H 0.86332 -0.76856 2.76272
F 0.40782 -1.00372 -0.58513
H -0.15819 5.75332 1.90134
C -0.23779 3.54139 2.10713
O -0.19451 1.60275 -1.86601
H 3.37650 -2.19531 1.77620
H -2.37922 -2.71129 -3.12794
O 2.11291 1.38361 -2.06975
C -3.00255 -1.83529 -3.30742
H 1.83740 -2.17963 1.04674
C -4.49457 -2.09376 -3.81636
*
```

Properties
**E_HOMO**: -10.6 eV
**Electronic energy**: -1754.23910 Ha
**Relative energy (zero: lowest compared OMol25 entry of this formula, charge and spin)**: 65.94 kcal/mol
**SMILES string**: CCOC(=O)C(F)(F)F.CCOC(=O)OC.CCOC(=O)OC.CCOC(=O)OC
**Max |F|**: 5.16 eV/A

---

Record 4
Molecular formula: C43H43N9S
Method: DFT, the ωB97M-V functional and the def2-TZVPD basis

```
! RIJCOSX wB97M-V def2-TZVPD def2/J DEFGRID3
* xyz 0 1
H 1.39124 -0.21251 -0.12641
C 1.02936 -0.42631 0.87099
N 8.77576 2.19768 -2.32610
C 2.53702 -6.28768 -3.49658
C 3.89191 -6.06015 -3.68094
H -3.78553 0.16695 2.43075
N -5.66579 0.05357 3.23299
H 2.37575 0.92215 1.86320
H 0.76208 4.10772 4.12922
C -9.47625 0.71831 -0.66575
C -0.89784 2.75622 4.31726
N -1.93080 2.62543 6.47906
C 5.35106 -0.28385 -2.81309
C 1.08170 -0.10587 3.23486
N 0.96800 -1.10425 -2.99378
C -6.38671 -0.29480 4.30049
C 0.05851 -1.03534 3.32669
H -8.78368 0.13569 2.58487
H -2.63159 -0.77167 4.42404
C 4.20427 -0.86078 -2.28930
C 1.57472 0.20222 1.97877
H -7.45570 -0.13976 4.21251
C 0.00806 3.69262 4.78700
C -5.84230 -0.82125 5.46137
H -10.52341 -0.35716 0.87200
H 7.17764 -0.38015 0.01996
H 3.32605 -1.02635 -2.90301
C 8.06113 3.26625 -2.67732
H -5.52763 1.29511 -2.38860
H -6.80466 1.50097 1.90873
H -6.47689 -1.08287 6.29719
C -1.84397 2.25769 5.20014
N -0.63892 0.84261 -3.38988
H 10.65136 1.46904 -1.94244
C -1.23220 -0.29468 -2.97399
C -4.34808 -0.12648 3.31147
H 3.33302 -1.67913 -0.49359
H 5.35427 -4.55449 -4.14237
H 2.16721 -7.27893 -3.25703
C 0.00417 -1.33941 1.07225
N 1.60626 -5.33848 -3.59601
C -7.58182 1.26011 1.20157
C 8.61316 4.50977 -2.94230
C 10.74778 3.55558 -2.46766
H 1.24558 -3.36015 -3.96248
C 2.02420 -4.10677 -3.89155
C -8.33864 1.46059 -0.93623
C 6.44820 -0.09782 -1.98638
C -8.68433 0.50194 1.57405
C 10.09623 2.35596 -2.22822
C 4.30480 -4.77407 -3.98947
H -0.35530 -1.31009 4.29166
C -1.04899 3.52616 6.91210
C -3.07149 -1.64763 -2.35463
H -2.58653 -3.72549 -1.88119
C -4.59150 1.03869 -1.87578
H -4.80485 0.17711 -1.23985
C 4.20656 -1.22672 -0.95133
C -2.64365 -0.43701 -2.75061
H -0.45607 -1.85385 0.23540
H 0.62230 4.81867 6.51797
H 10.45700 5.60861 -3.03040
H 1.48081 0.36263 4.12421
H -10.20660 0.52732 -1.44053
H -2.57531 1.52596 4.87792
H 7.98357 5.34214 -3.22552
H -4.13615 -1.78717 -2.17650
H -1.14270 3.80420 7.95645
C -4.47008 -1.00061 5.51900
C -9.64850 0.22951 0.61944
N -0.48434 -1.64942 2.27517
C -0.85868 -2.65630 -2.35987
H -2.86815 1.65226 -3.02426
H 7.36028 0.35015 -2.35465
H 6.98960 3.10664 -2.74615
C -3.70416 -0.64718 4.42121
H -0.17188 -3.48728 -2.21304
C 9.98640 4.65354 -2.83331
H -8.15995 1.85954 -1.92988
N -7.39830 1.73846 -0.03119
C -0.06599 4.08949 6.11240
H 5.38944 0.01767 -3.85362
C 3.35356 -3.77392 -4.09876
H 3.63494 -2.75920 -4.33837
C -2.18167 -2.76026 -2.17475
H -4.31686 1.93077 -1.30688
N 5.25086 -1.05783 -0.13930
C -3.52291 0.77792 -2.98249
H -4.00449 -1.40923 6.40707
H -0.87321 2.41902 3.28987
H 11.82246 3.62660 -2.37045
H -4.03189 0.68263 -3.94899
S 0.91411 0.44089 -3.44111
H 4.60355 -6.86901 -3.58573
C 6.34474 -0.50285 -0.66413
C -0.33373 -1.39857 -2.76753
*
```

Properties
**E_HOMO**: -8.9 eV
**Electronic energy**: -2555.29521 Ha
**Max |F|**: 1.63 eV/A

---

Question: Among the records above, which one has the highest electronic energy?
Answer: C16H29F3O11

---

Question: Among the records above, which one has the highest electronic energy?
Answer: C16H29F3O11

---

Question: Which of these has the lowest max |F|?
Answer: C43H43N9S